Record 1
Density functional theory data (wB97M-V/def2-TZVPD) for C15H36N6O3PRh as an isolated structure.

Structure (XYZ):
```
62
Properties=species:S:1:pos:R:3:nbo_charge:R:1
Rh 0.842 0.830 -0.325 0.73
N 1.783 2.385 -1.317 -0.73
C 3.205 2.496 -0.981 -0.24
C 3.244 2.485 0.538 -0.24
N 2.528 1.272 1.054 -0.59
C 3.450 0.104 1.178 -0.24
C 3.520 -0.739 -0.091 -0.24
N 2.151 -1.178 -0.390 -0.84
H 1.563 2.179 -2.293 0.44
H 1.305 3.238 -1.033 0.42
H 3.668 3.392 -1.397 0.24
H 3.726 1.638 -1.393 0.20
H 2.739 3.363 0.941 0.23
H 4.272 2.493 0.904 0.22
H 2.137 1.474 1.969 0.42
H 3.098 -0.507 2.013 0.21
H 4.451 0.456 1.434 0.23
H 4.214 -1.568 0.065 0.22
H 3.885 -0.166 -0.937 0.21
H 1.868 -1.784 0.376 0.37
H 2.085 -1.730 -1.241 0.41
C -0.570 4.511 1.211 -0.27
O 0.020 3.497 0.358 -0.56
C -0.089 2.218 0.748 0.70
O -0.585 1.946 1.828 -0.68
H -0.615 5.406 0.600 0.22
H 0.063 4.669 2.082 0.20
H -1.562 4.203 1.527 0.21
C -1.535 -0.570 -3.420 -0.64
C -0.142 -0.644 -2.807 0.10
C 0.909 -0.933 -3.871 -0.62
O 0.170 0.574 -2.189 -0.78
H -1.844 -1.526 -3.847 0.22
H -1.549 0.173 -4.216 0.24
H -2.279 -0.251 -2.684 0.19
H -0.099 -1.468 -2.074 0.11
H 0.955 -0.105 -4.578 0.23
H 0.676 -1.840 -4.430 0.22
H 1.903 -1.051 -3.436 0.19
C -3.816 -1.913 0.645 -0.05
N -2.571 -2.802 0.498 -0.39
C -2.110 -3.217 1.905 -0.05
N -1.868 -2.073 2.704 -0.43
C -3.071 -1.243 2.790 -0.08
N -3.522 -0.805 1.471 -0.43
C -2.629 0.181 0.869 -0.53
P -0.924 -0.523 0.624 1.00
C -1.490 -2.079 -0.251 -0.57
C -0.696 -1.305 2.284 -0.55
H -4.587 -2.544 1.090 0.23
H -4.110 -1.612 -0.360 0.23
H -2.826 -3.642 -0.026 0.44
H -1.216 -3.827 1.776 0.22
H -2.920 -3.820 2.318 0.24
H -2.864 -0.372 3.407 0.23
H -3.866 -1.825 3.258 0.23
H -2.565 1.037 1.531 0.28
H -3.027 0.521 -0.090 0.25
H -0.661 -2.779 -0.373 0.24
H -1.885 -1.840 -1.236 0.27
H -0.523 -0.508 3.008 0.27
H 0.187 -1.949 2.281 0.23
```

For the orbital gap, the calculation gives 8.65 eV. As for the net charge: +2. For the HOMO energy, the calculation gives -0.5156 Eh. As for the LUMO energy: -0.198 Ha.

Record 2
Density functional theory data (wB97M-V/def2-TZVPD) for C38H40BN13OS2Y as an isolated structure.

Structure (XYZ):
```
96
Properties=species:S:1:pos:R:3:mulliken_spin:R:1
Y 0.295 -0.254 0.356 -0.02
C -1.093 -1.823 3.496 0.00
C -1.292 -2.618 2.247 0.00
C -2.082 -3.755 2.089 0.00
C -1.923 -4.127 0.769 0.00
N -1.080 -3.266 0.186 0.00
N -0.682 -2.325 1.090 0.00
B -0.473 -3.190 -1.242 0.00
N 1.059 -3.033 -1.069 0.00
C 1.938 -4.042 -1.038 0.00
C 3.203 -3.517 -0.909 0.00
C 3.017 -2.138 -0.848 0.00
C 4.118 -1.133 -0.777 0.00
N 1.705 -1.839 -0.918 0.00
N -1.061 -1.953 -1.985 0.00
C -1.818 -2.028 -3.089 0.00
C -2.435 -0.813 -3.285 0.00
C -2.013 -0.019 -2.223 0.00
C -2.480 1.363 -1.919 0.00
N -1.162 -0.705 -1.442 0.00
N -0.739 -4.416 -2.080 0.00
C -0.090 -4.795 -3.217 0.00
C -0.882 -5.691 -3.877 0.00
C -2.047 -5.803 -3.080 0.00
C -3.255 -6.644 -3.325 0.00
N -1.957 -5.026 -2.017 0.00
H -0.862 -2.484 4.332 0.00
H -1.998 -1.278 3.765 0.00
H -0.277 -1.105 3.400 0.00
H -2.680 -4.248 2.836 0.00
H -2.347 -4.933 0.196 0.00
H 1.607 -5.062 -1.135 0.00
H 4.138 -4.049 -0.898 0.00
H 5.035 -1.590 -1.145 0.00
H 4.306 -0.803 0.245 0.00
H 3.912 -0.263 -1.397 0.00
H -1.894 -2.944 -3.650 0.00
H -3.125 -0.547 -4.066 0.00
H -3.522 1.466 -2.219 0.00
H -1.903 2.114 -2.461 0.00
H -2.416 1.562 -0.852 0.00
H 0.881 -4.404 -3.474 0.00
H -0.657 -6.210 -4.793 0.00
H -2.972 -7.652 -3.626 0.00
H -3.865 -6.221 -4.124 0.00
H -3.863 -6.703 -2.425 0.00
C -2.127 4.272 0.018 0.00
C -0.981 3.332 0.197 0.04
N -0.880 2.493 1.152 0.21
N -1.755 2.380 2.123 0.59
C -2.288 1.092 2.116 0.00
O -1.730 0.188 1.469 0.09
C -3.514 0.897 2.866 0.01
C -3.977 1.873 3.757 0.03
C -5.149 1.653 4.456 -0.02
C -5.861 0.476 4.260 0.03
C -5.407 -0.493 3.368 0.00
C -4.234 -0.290 2.673 0.01
C 0.160 3.286 -0.765 -0.02
C 0.711 4.609 -1.066 0.00
C 1.711 4.982 -1.871 0.00
C 2.550 4.171 -2.786 0.00
C 1.812 1.887 -1.761 0.00
N 0.518 2.100 -1.092 0.03
H -3.059 3.803 0.328 0.00
H -2.206 4.595 -1.018 0.00
H -1.981 5.156 0.645 0.00
H -3.410 2.781 3.906 0.00
H -5.510 2.395 5.154 0.00
H -6.780 0.311 4.807 0.00
H -5.975 -1.401 3.221 0.00
H -3.864 -1.029 1.975 0.00
H 0.230 5.403 -0.506 0.00
H 1.948 6.042 -1.869 0.00
H 3.590 4.253 -2.449 0.00
H 1.792 0.848 -2.111 0.00
C 1.790 -3.310 2.779 0.00
C 2.342 -1.936 2.957 0.00
N 2.180 -0.919 2.143 0.01
C 3.015 0.134 2.507 -0.01
C 3.720 -0.055 3.647 0.00
S 3.390 -1.606 4.275 0.00
C 3.217 1.168 1.490 0.01
C 4.242 2.046 1.324 0.00
S 4.127 2.795 -0.213 0.00
C 2.732 1.890 -0.563 0.00
N 2.366 1.109 0.421 0.01
C 2.135 2.725 -2.992 0.00
H 1.345 -3.412 1.794 0.00
H 1.045 -3.552 3.536 0.00
H 2.601 -4.033 2.874 0.00
H 4.429 0.609 4.112 0.00
H 5.067 2.258 1.983 0.00
H 2.555 4.671 -3.760 0.00
H 1.247 2.684 -3.627 0.00
H 2.922 2.208 -3.545 0.00
```

The expectation value of S² is 0.757. For the orbital gap (spin up / spin down), the calculation gives 7.30 / 5.53 eV. As for the net charge: +2. As for the spin multiplicity: 2. For the HOMO energy (spin up / spin down), the calculation gives -0.4787 / -0.4787 Eh. As for the LUMO energy (spin up / spin down): -0.210 / -0.276 Ha.

Record 3
Density functional theory data (wB97M-V/def2-TZVPD) for a 2-piece molecular cluster, C4H12O overall in a non-equilibrium geometry.

Structure (XYZ):
```
17
Properties=species:S:1:pos:R:3:nbo_charge:R:1
C 1.872 -0.238 -1.142 -0.64
C 1.685 0.610 0.117 -0.06
O 2.853 1.343 0.462 -0.72
H 2.288 -1.201 -0.847 0.21
H 2.604 0.262 -1.775 0.20
H 0.921 -0.342 -1.657 0.22
H 0.919 1.373 -0.086 0.15
H 1.294 0.101 0.993 0.18
H 3.328 1.603 -0.299 0.46
C -1.537 -0.375 0.164 -0.62
C -2.905 -0.443 0.872 -0.61
H -0.938 -1.219 0.536 0.20
H -1.591 -0.659 -0.886 0.21
H -1.056 0.566 0.391 0.21
H -2.855 -0.961 1.829 0.20
H -3.622 -0.986 0.257 0.20
H -3.261 0.568 1.069 0.20
```

For the orbital gap, the calculation gives 11.06 eV. As for the net charge: 0. For the HOMO energy, the calculation gives -0.3698 Eh. As for the LUMO energy: 0.037 Ha. The SMILES is CCO.CC.